DFT (ωB97M-V/def2-TZVPD) results for 12 unconnected molecules or ions with the total composition C34H97N5O12 at a distorted geometry.

SMILES: COC[C@H](C)N.COC[C@H](C)N.COC[C@H](C)N.COC[C@H](C)N.COC[C@H](C)N.CCO.CCO.CCO.CCO.CCO.CCO.CCO
Charge: 0
HOMO-LUMO gap (eV): 9.56
Strongest force on any atom (hartree/bohr): 0.0679
E_tot (Ha): -2529.97318

Structure (XYZ):
```
148
Properties=species:S:1:pos:R:3:forces:R:3
C 10.26037 18.71311 -6.16432 0.4 -0.6 0.1
O 9.92056 17.46564 -5.51186 0.0 1.2 0.1
C 10.76187 17.25666 -4.37594 0.3 -1.2 0.6
C 10.15511 16.18453 -3.43122 0.2 1.9 0.2
C 10.76144 16.37720 -2.04592 -0.3 -0.3 0.7
N 10.29931 14.84612 -3.86280 0.8 -1.8 -1.0
H 11.34944 18.73838 -6.12732 0.1 0.6 -0.2
H 9.81030 19.58689 -5.69310 0.1 -0.1 0.5
H 9.94882 18.76512 -7.20754 -0.1 -0.6 0.0
H 11.78296 17.02509 -4.67905 0.1 -0.9 -0.6
H 11.05911 18.10092 -3.75387 -1.3 0.9 -0.1
H 9.08024 16.36030 -3.38823 -0.2 0.9 0.3
H 11.82648 16.18223 -1.92037 0.1 -0.2 -0.7
H 10.26177 15.66515 -1.38911 0.0 0.1 0.2
H 10.61992 17.38160 -1.64684 -0.4 0.0 -0.1
H 9.63674 14.23018 -3.41366 0.0 0.0 0.6
H 10.04924 14.75732 -4.83730 0.2 0.0 -0.2
C 11.12543 7.75893 -7.67111 0.8 -1.9 0.9
O 12.04369 6.60297 -7.47997 0.2 1.3 0.6
C 11.47657 5.40995 -6.91136 0.9 0.4 -0.8
C 12.62801 4.41551 -6.48064 -1.5 -1.7 -1.7
C 12.10786 3.06970 -6.09442 -1.8 -1.3 -0.2
N 13.36157 4.80192 -5.34003 0.6 3.3 1.0
H 10.70359 7.98117 -6.69092 -0.3 0.2 -0.1
H 10.36262 7.45600 -8.38836 -0.2 0.2 0.0
H 11.67583 8.63764 -8.00730 0.2 -0.4 -0.1
H 10.77978 5.58214 -6.09104 0.1 0.4 0.4
H 10.87131 5.07725 -7.75460 -0.1 -1.2 0.2
H 13.23569 4.19373 -7.35793 0.2 0.6 -0.4
H 11.49446 3.08104 -5.19348 0.3 0.3 0.3
H 12.93317 2.37561 -5.93572 0.0 0.0 0.0
H 11.41137 2.64123 -6.81513 0.2 -0.2 -0.5
H 14.35250 4.61133 -5.29706 0.1 -0.9 -0.5
H 13.40598 5.79146 -5.53735 0.2 1.0 0.8
C 4.99348 15.03235 -11.42235 0.5 -0.2 0.9
O 5.86828 13.90049 -11.50539 -1.1 -0.4 -0.6
C 5.88392 13.14004 -10.26802 1.8 1.4 -0.6
C 6.97919 12.03861 -10.40137 0.2 -0.6 1.3
C 6.47738 10.85281 -11.19817 -0.5 0.3 -0.8
N 7.51038 11.57997 -9.06899 -1.2 1.6 -0.5
H 4.97126 15.64191 -12.32570 0.0 -0.7 -0.3
H 5.34646 15.72054 -10.65430 0.3 0.1 0.3
H 3.99809 14.75556 -11.07495 -0.3 -0.2 -0.4
H 6.24142 13.94075 -9.62061 0.0 -0.5 1.1
H 4.90096 12.80213 -9.93982 -0.1 -0.2 -0.2
H 7.82546 12.50798 -10.90299 -0.1 0.1 -0.1
H 5.45386 10.56498 -10.95802 -0.2 0.2 0.3
H 7.04898 9.93246 -11.07845 0.4 0.3 -0.2
H 6.45595 11.20772 -12.22855 0.0 -0.6 -0.3
H 6.74993 11.07280 -8.63933 0.3 -0.4 0.4
H 8.34107 11.01144 -9.15167 -0.1 -0.2 0.0
C 11.31407 11.34369 -2.23436 -0.8 1.1 1.5
O 10.66092 11.40833 -0.87830 1.1 0.4 -3.2
C 10.24680 10.13530 -0.49038 -1.1 0.9 2.3
C 9.10470 10.41517 0.57165 0.9 -1.5 0.4
C 8.71996 9.15614 1.32949 -0.3 0.1 -0.2
N 8.01410 10.99287 -0.17029 -0.3 0.9 -1.5
H 11.43789 12.37386 -2.56829 0.2 0.1 0.3
H 10.64972 10.91137 -2.98260 -0.1 -0.5 0.3
H 12.28457 10.85042 -2.18049 -0.1 -0.2 0.0
H 9.80401 9.54665 -1.29383 0.1 -0.1 -0.1
H 11.09702 9.63859 -0.02294 -0.1 -0.5 0.0
H 9.34350 11.11858 1.36934 1.1 0.2 -0.2
H 8.58824 8.26665 0.71342 -0.2 0.1 -0.2
H 7.77274 9.44354 1.78586 -0.1 -0.6 0.4
H 9.46754 8.91432 2.08498 -0.1 0.1 0.1
H 7.25285 11.43459 0.32519 -0.2 -0.7 0.9
H 8.46731 11.83034 -0.50697 0.1 0.3 -1.0
C 8.38472 3.55686 -9.35598 0.9 -2.0 -1.5
O 7.45230 4.44265 -8.93661 -0.9 1.5 1.1
C 7.54575 4.82617 -7.55036 -1.3 0.2 -0.5
C 6.42185 5.92242 -7.38577 0.1 -0.4 1.5
C 6.46000 6.76645 -6.07618 0.5 0.1 -0.4
N 5.04233 5.35722 -7.52766 1.3 0.3 -0.9
H 8.36494 3.50279 -10.44446 0.2 0.6 -0.2
H 8.14939 2.51083 -9.15966 -0.2 -0.3 0.9
H 9.41781 3.70983 -9.04387 0.1 0.4 0.2
H 7.34193 3.93893 -6.95089 0.0 -0.1 0.4
H 8.55944 5.17657 -7.35609 0.0 0.3 0.2
H 6.70964 6.59734 -8.19184 -0.8 0.1 -0.3
H 5.59695 7.42653 -5.98938 -0.4 -0.4 -0.2
H 7.26812 7.49791 -6.07701 0.5 -0.3 -0.1
H 6.54399 6.20087 -5.14818 -0.1 -0.3 -0.1
H 4.53779 5.17546 -6.67180 0.5 0.2 0.3
H 5.12482 4.48822 -8.03575 -0.3 -0.1 -0.2
C 8.12547 14.74834 -7.07119 -1.3 0.4 0.2
C 9.50330 14.67386 -7.68869 -0.9 -0.8 -0.9
O 10.42920 15.04111 -6.72301 1.1 -0.7 0.8
H 8.02194 14.06265 -6.23023 0.6 -0.2 0.2
H 7.26965 14.43502 -7.66911 0.3 0.1 -0.6
H 7.86321 15.71677 -6.64522 0.2 0.4 -0.2
H 9.79902 15.28362 -8.54241 -1.1 0.1 -0.5
H 9.57166 13.63181 -8.00100 0.7 -0.2 0.1
H 10.05489 15.85721 -6.38321 0.4 0.9 0.5
C 13.48570 9.01677 -5.04219 1.5 0.7 -0.4
C 14.64394 8.96553 -4.02210 -2.1 0.3 -0.2
O 14.03456 8.37417 -2.88680 0.7 -0.2 1.1
H 12.79174 9.82094 -4.79756 -0.3 -0.3 0.4
H 13.03625 8.02383 -5.02968 -0.3 0.2 -0.5
H 13.85171 9.29141 -6.03149 -0.1 -0.4 -0.3
H 14.89857 9.97496 -3.69910 0.4 0.0 -0.2
H 15.51838 8.41994 -4.37678 0.0 -0.1 0.0
H 13.44440 7.67474 -3.17682 0.1 -0.1 0.0
C 5.38654 14.19587 -2.99535 0.5 0.1 -0.8
C 6.88228 13.89007 -2.92696 -1.1 -1.4 1.5
O 7.43120 14.47229 -1.75357 0.9 1.0 -0.2
H 5.25702 15.24829 -3.24784 -0.3 -0.1 -0.1
H 4.84823 13.99832 -2.06836 0.3 -0.1 0.2
H 4.94113 13.54138 -3.74458 -0.2 0.2 -0.2
H 7.44979 14.10299 -3.83288 0.0 0.6 0.2
H 7.00447 12.82404 -2.73521 -0.1 -0.5 -0.6
H 6.97547 14.08669 -1.00176 0.0 0.0 0.0
C 12.56117 13.59533 -9.54158 -0.6 -0.6 0.6
C 13.42412 12.39631 -9.17595 0.3 0.2 -0.8
O 12.93220 11.53348 -8.17142 -0.2 0.0 -0.6
H 12.89705 14.09185 -10.45194 0.0 -0.2 0.0
H 12.58780 14.31491 -8.72329 -0.2 0.1 0.0
H 11.54886 13.20603 -9.65009 -0.3 0.4 -0.2
H 14.37050 12.85973 -8.89717 0.6 -0.6 0.1
H 13.52749 11.76275 -10.05686 0.4 0.1 0.0
H 12.74350 12.09186 -7.41366 -0.1 0.3 0.8
C 5.49468 9.82892 -2.51704 -0.2 0.3 -1.6
C 6.54193 8.83562 -3.02499 -0.4 0.1 2.3
O 7.38847 8.67691 -1.85902 0.4 -1.4 -1.3
H 4.69267 9.98942 -3.23755 -0.2 -0.1 -0.1
H 5.98666 10.80003 -2.46227 0.0 0.1 0.6
H 5.04335 9.50846 -1.57804 0.3 0.1 0.0
H 7.08034 9.14011 -3.92250 0.0 0.2 0.1
H 6.08321 7.86594 -3.21836 0.1 -0.1 0.0
H 7.60435 9.53295 -1.48192 -0.1 0.7 0.2
C 14.07472 14.78896 -5.98467 0.2 -0.9 0.4
C 13.47029 13.50664 -5.32706 1.2 1.1 0.7
O 12.40797 13.03233 -6.03400 -1.8 -1.2 -1.6
H 14.16421 14.72086 -7.06885 -0.5 -0.3 -0.1
H 15.11153 14.95590 -5.69268 -0.1 0.2 0.6
H 13.43068 15.62871 -5.72364 0.2 0.1 -0.1
H 13.06784 13.71242 -4.33520 0.6 0.4 0.4
H 14.13823 12.64988 -5.23808 0.5 0.3 -0.1
H 11.74207 13.71487 -6.14504 -0.4 0.5 0.0
C 8.31542 10.94185 -5.42699 -0.1 1.6 0.4
C 9.71782 11.31705 -5.85260 0.3 0.4 -0.4
O 9.97768 10.68367 -7.07222 0.4 -0.2 -0.9
H 8.27547 10.96073 -4.33788 -0.4 -0.7 0.0
H 7.83667 10.13009 -5.97465 0.8 -0.7 0.5
H 7.65221 11.74712 -5.74285 0.0 0.4 0.1
H 10.58590 11.16752 -5.21057 -0.4 -0.9 0.9
H 9.87114 12.38096 -6.03340 -0.9 0.6 0.2
H 10.74179 11.18553 -7.36525 0.5 -0.5 -0.9
```
Positions in Å, forces in eV/Å.

=====

DFT (ωB97M-V/def2-TZVPD) results for 12 unconnected molecules or ions with the total composition C35H100N8O17 at a distorted geometry.

SMILES: COC[C@H](C)N.COC[C@H](C)N.COC[C@H](C)N.COC[C@H](C)N.COC[C@H](C)N.COC[C@H](C)N.NC(N)=O.OCCO.OCCO.OCCO.OCCO.OCCO
Charge: 0
HOMO-LUMO gap (eV): 9.03
Strongest force on any atom (hartree/bohr): 0.1040
E_tot (Ha): -3110.20886

Structure (XYZ):
```
160
Properties=species:S:1:pos:R:3:forces:R:3
C 0.85409 5.73866 3.23559 -0.6 -0.8 0.4
O 2.06159 6.06107 3.83924 1.4 0.6 -0.9
C 2.74273 7.15966 3.22701 1.7 0.3 0.9
C 2.44336 8.45685 3.90876 -1.2 0.8 0.3
C 3.25064 9.66590 3.47770 -0.7 0.0 0.5
N 2.50671 8.30553 5.36078 -0.2 -0.2 -0.1
H 0.92177 5.49141 2.17617 0.1 0.6 -0.3
H 0.12201 6.50905 3.47778 -0.4 -0.1 -0.4
H 0.57050 4.78675 3.68452 -0.4 0.1 0.2
H 3.80952 7.06182 3.42818 0.2 -0.8 0.0
H 2.69313 7.29235 2.14625 -0.7 -0.5 -0.2
H 1.42547 8.73027 3.63083 -0.5 0.0 -0.1
H 2.91784 10.45971 4.14645 0.1 0.2 0.0
H 2.86411 9.95006 2.49896 0.9 0.1 -0.3
H 4.32425 9.57987 3.64521 0.0 -0.2 -0.6
H 1.90802 9.02688 5.73673 0.2 0.4 0.3
H 1.98119 7.46627 5.55970 0.2 -0.5 0.3
C -3.22980 -4.50659 -2.86274 -0.1 -0.7 0.7
O -3.71164 -5.50219 -1.88130 -0.1 0.7 -1.4
C -2.91863 -5.53280 -0.70775 -0.8 1.9 1.1
C -3.46513 -6.53025 0.34015 -0.4 -2.2 0.7
C -4.93629 -6.32040 0.78415 0.1 0.7 -0.8
N -2.70623 -6.75967 1.61591 1.2 0.4 -1.1
H -2.35065 -4.91309 -3.36269 0.1 0.0 0.0
H -2.99776 -3.51653 -2.47027 0.3 -0.2 0.9
H -3.96306 -4.21124 -3.61320 -0.5 -1.0 0.1
H -1.86991 -5.65857 -0.97693 0.2 -0.3 0.4
H -3.08902 -4.55521 -0.25677 0.7 0.6 0.2
H -3.30532 -7.42898 -0.25556 -0.6 -0.7 0.4
H -4.94829 -5.26303 1.04859 -0.6 0.4 -0.3
H -5.30076 -6.79237 1.69657 0.9 -0.6 0.1
H -5.69375 -6.59341 0.04942 0.2 0.6 -0.4
H -3.08141 -6.37833 2.47260 -0.4 0.3 -0.4
H -2.55594 -7.74399 1.78512 0.0 0.1 -0.2
C 4.60325 9.66215 -2.13659 -0.8 -0.7 -0.5
O 3.55505 8.85224 -2.71668 -0.5 2.5 0.2
C 3.80300 7.54455 -3.01405 0.2 -2.2 1.6
C 2.57343 6.85206 -3.60834 0.3 -0.5 -1.2
C 2.50990 5.35117 -3.60829 1.4 -0.4 2.3
N 2.50110 7.15682 -4.98672 -1.5 1.9 -1.3
H 4.11111 10.53195 -1.70145 0.0 -0.1 0.0
H 5.30349 10.01202 -2.89511 0.1 -0.1 -0.2
H 5.15109 9.11409 -1.37003 0.0 -0.1 0.1
H 4.69764 7.44013 -3.62792 0.1 -0.3 -0.3
H 3.94421 7.01479 -2.07198 0.7 -0.3 0.5
H 1.68822 7.13194 -3.03722 -0.1 0.8 -0.3
H 3.47893 4.91378 -3.84865 0.1 -0.1 -0.3
H 1.73740 4.88949 -4.22326 -0.1 0.5 0.2
H 2.38837 5.20468 -2.53505 -0.3 -1.3 0.0
H 3.18975 6.66035 -5.53388 0.2 0.2 0.1
H 2.61233 8.16011 -5.02047 0.2 0.2 -1.1
C -4.29550 2.24363 5.71902 0.3 -1.0 0.5
O -4.95137 1.21363 6.55028 -0.2 1.8 -1.3
C -6.32511 1.15878 6.15844 -0.6 -0.7 -1.0
C -7.03739 -0.07164 6.71969 -0.5 0.6 -0.9
C -8.50799 -0.21116 6.26005 0.2 0.4 -0.8
N -7.18794 0.08316 8.11687 0.2 0.5 1.8
H -3.22250 2.13586 5.87761 -0.1 -0.1 0.0
H -4.54706 3.28624 5.91343 -0.5 -0.1 0.7
H -4.50820 2.10878 4.65852 -0.1 -0.5 0.0
H -6.90523 2.06278 6.34371 0.2 0.3 1.0
H -6.41536 1.14176 5.07231 0.4 -0.5 -0.4
H -6.40699 -0.94627 6.55938 -0.1 -0.2 -0.9
H -8.97233 0.77410 6.21822 0.2 0.3 0.3
H -9.05500 -0.73523 7.04378 0.0 -0.3 -0.3
H -8.70656 -0.60142 5.26186 0.3 -0.5 0.0
H -6.43421 0.65130 8.47631 0.2 -0.4 0.5
H -7.19737 -0.85379 8.49388 0.2 0.3 0.8
C 2.99627 -4.02938 1.20191 1.9 -0.8 0.9
O 3.80561 -3.20691 0.42259 1.1 1.4 -0.3
C 5.18193 -2.89486 0.92036 -1.7 -0.3 -1.8
C 6.24036 -3.62404 -0.01293 -2.2 -1.2 0.6
C 6.21233 -5.19681 0.18139 0.0 0.6 0.5
N 7.55933 -3.18060 0.22064 1.0 1.1 0.0
H 1.94149 -3.76974 1.29189 0.0 0.0 -0.8
H 3.39204 -3.95573 2.21485 -0.2 -0.3 0.5
H 3.28640 -5.00591 0.81420 -1.3 -0.8 0.5
H 5.07851 -1.81417 0.82281 1.3 0.1 -0.2
H 5.29197 -3.09956 1.98530 0.0 -0.5 0.0
H 5.98349 -3.38518 -1.04495 -0.2 0.1 0.1
H 6.12048 -5.37647 1.25255 0.0 -0.1 0.2
H 7.19767 -5.57855 -0.08595 0.0 0.0 -0.2
H 5.47449 -5.84458 -0.29201 -0.3 0.5 -0.3
H 7.99114 -3.67128 0.99063 0.2 0.0 0.0
H 8.07522 -3.34624 -0.63173 0.5 0.0 0.3
C 1.51027 -3.08454 -6.92513 0.9 -1.9 2.3
O 2.65717 -3.73815 -6.27853 1.3 1.4 -2.1
C 2.66503 -4.85981 -5.42583 -1.5 0.7 1.0
C 1.75641 -6.01350 -5.85743 1.5 -1.6 2.0
C 1.86846 -7.27368 -4.87584 -1.6 2.4 0.1
N 2.16120 -6.49630 -7.12667 -0.4 0.5 -1.5
H 0.80377 -3.00389 -6.09902 -0.8 0.1 -0.5
H 1.19889 -3.75256 -7.72819 -0.5 0.5 -0.2
H 1.80033 -2.07641 -7.22113 0.2 -0.4 -0.2
H 3.70948 -5.14949 -5.31052 0.0 -0.1 -0.2
H 2.32813 -4.44452 -4.47603 -0.1 -0.4 0.7
H 0.74233 -5.61473 -5.88468 -0.3 -0.3 0.1
H 2.78968 -7.85631 -4.87817 0.0 0.3 -0.4
H 0.97386 -7.86322 -5.07642 0.3 -0.4 0.0
H 1.72360 -6.84096 -3.88596 0.1 -0.4 0.4
H 2.44649 -5.62749 -7.55548 0.5 -0.3 -1.2
H 2.96149 -7.10334 -7.02123 0.2 0.1 -0.2
N -2.61544 -1.82802 6.55101 -1.3 1.6 1.7
C -2.86922 -2.59090 5.49068 3.4 0.1 0.5
N -1.89015 -3.45612 5.28870 1.5 -2.6 -0.1
O -3.62613 -2.43451 4.60797 -4.5 1.3 -2.5
H -3.36455 -1.17736 6.73964 0.3 0.2 0.6
H -2.03446 -2.20420 7.28657 -0.4 0.4 0.0
H -1.99079 -3.84503 4.36205 0.9 -0.4 0.3
H -1.07958 -3.47113 5.89107 0.0 -0.4 -0.7
O 4.18221 2.43939 4.86235 -0.1 -0.6 -0.1
C 3.44864 1.24338 4.62475 0.1 -1.4 0.5
C 4.19025 -0.00188 5.17888 0.8 1.6 -0.6
O 4.39937 0.15839 6.54988 -0.4 -0.7 1.4
H 3.66745 3.13043 4.43915 0.1 0.3 0.1
H 2.53246 1.19994 5.21366 -0.4 0.5 -0.1
H 3.20075 1.10801 3.57198 0.1 0.0 -0.2
H 5.17241 -0.12960 4.72371 0.0 0.0 -0.6
H 3.61539 -0.91536 5.02663 -0.2 0.2 0.0
H 4.93445 0.92121 6.78094 0.0 0.2 -0.5
O -5.03135 0.87506 -7.54415 0.2 1.0 0.9
C -4.55632 -0.19934 -6.72061 1.6 0.7 -0.5
C -3.23322 0.20627 -5.89219 -0.7 -0.1 0.2
O -3.58994 0.55136 -4.53524 -0.8 0.0 -0.8
H -5.47609 0.60439 -8.35071 0.1 -0.5 0.3
H -5.33251 -0.53393 -6.03236 0.1 -0.1 0.0
H -4.26567 -0.94181 -7.46381 0.1 -0.7 0.6
H -2.65277 0.97628 -6.40038 -0.6 0.6 -0.1
H -2.48739 -0.58725 -5.84563 -0.4 -0.8 -0.1
H -2.85548 0.78775 -3.96402 0.4 -0.1 -0.4
O -8.71078 -2.46165 -0.56362 0.4 -1.0 0.3
C -7.97007 -2.11266 0.62003 -0.2 1.1 -1.0
C -6.64351 -1.42353 0.18422 -1.5 -0.4 0.2
O -5.99353 -0.78994 1.23338 0.5 0.6 0.8
H -8.86627 -1.64635 -1.04601 0.0 0.0 0.0
H -8.62171 -1.37178 1.08324 0.5 0.2 0.8
H -7.84058 -2.94255 1.31473 -0.1 -0.3 -0.5
H -7.01786 -0.61909 -0.44890 0.5 0.0 -0.4
H -5.97852 -2.09128 -0.36350 -0.1 -0.1 -0.2
H -5.73229 -1.41398 1.91451 0.1 -0.2 0.0
O -0.59024 0.24726 1.63536 -0.9 0.1 1.1
C -1.07245 0.25143 0.32478 2.5 -0.6 -1.2
C 0.24501 0.48808 -0.49336 -1.9 1.0 -0.3
O -0.15802 0.37506 -1.87238 1.1 -0.3 0.4
H -1.36816 0.06546 2.16769 0.2 0.0 0.6
H -1.42641 -0.73383 0.02134 -0.1 -0.2 0.0
H -1.89056 0.94687 0.13727 0.3 0.5 -0.1
H 1.08906 -0.14980 -0.23103 -0.5 -0.8 0.1
H 0.67025 1.47365 -0.30385 -0.4 0.4 0.0
H 0.59820 -0.08840 -2.23966 -0.2 0.0 -0.8
O 5.82670 1.99098 -6.35265 0.0 -1.3 0.3
C 4.63362 1.20236 -6.14432 -0.8 1.8 -0.4
C 4.70167 0.44674 -4.85303 2.0 1.0 1.0
O 3.56831 -0.24407 -4.49232 -1.2 -0.6 -0.6
H 5.78028 2.49134 -7.17063 -0.3 -0.2 -0.1
H 3.83593 1.94498 -6.12645 -0.5 -0.2 0.3
H 4.32944 0.50367 -6.92368 0.7 -0.2 -0.6
H 4.87752 1.11401 -4.00927 0.3 0.3 -0.2
H 5.57085 -0.20746 -4.92120 0.2 -0.2 0.1
H 3.39099 -0.82039 -5.23933 -0.4 -0.5 0.1
```
Positions in Å, forces in eV/Å.

=====

Let's list relative energy (zero: lowest compared OMol25 entry of this formula, charge and spin) in order: 373.72 77.60 kJ/mol.